[1]
{
  "formula": "C3H3NO3",
  "method": "wB97M-V/def2-TZVPD",
  "e_tot_ha": -396.5653,
  "homo_energy_ev": -10.9,
  "e_above_lowest_kj_mol": 155.2,
  "orbital_gap_ha": 0.386,
  "elements": ["N", "C", "O", "C", "O", "C", "O", "H", "H", "H"],
  "xyz": [[-1.06703, 1.43640, -0.94039], [-0.47356, 0.46059, -0.41183], [0.76244, -0.01210, -0.76810], [1.59735, -0.50412, 0.22299], [1.82255, 0.06936, 1.24198], [-1.22123, -0.41837, 0.56764], [-0.73993, -1.42979, 1.00926], [-0.48027, 1.92458, -1.61973], [2.04190, -1.45138, -0.10965], [-2.24221, -0.07517, 0.80782]],
  "lowdin_charge": [0.205, -0.390, 0.048, -0.300, 0.125, -0.153, 0.093, 0.084, 0.154, 0.134]
}

[2]
{
  "formula": "C3H3NO3",
  "method": "wB97M-V/def2-TZVPD",
  "e_tot_ha": -396.4961,
  "homo_energy_ev": -8.6,
  "e_above_lowest_kj_mol": 336.9,
  "orbital_gap_ha": 0.319,
  "elements": ["C", "C", "C", "H", "H", "H", "N", "O", "O", "O"],
  "xyz": [[0.58218, -0.62356, -0.40738], [-0.55086, -0.06308, -0.83907], [-0.20240, 0.81764, 1.24951], [2.09755, -1.60498, -0.73141], [-1.21048, -0.13717, -1.77275], [-2.11460, 0.85030, 0.45592], [-0.92409, 0.76917, 0.14563], [1.51375, -1.13412, -1.37399], [-0.02433, 1.50105, 2.31692], [0.83328, -0.37527, 0.95663]],
  "lowdin_charge": [-0.323, -0.101, -0.339, 0.118, 0.161, 0.295, 0.034, 0.050, 0.051, 0.052]
}

[3]
{
  "formula": "C3H3NO3",
  "method": "wB97M-V/def2-TZVPD",
  "e_tot_ha": -396.4940,
  "homo_energy_ev": -10.4,
  "e_above_lowest_kj_mol": 342.4,
  "orbital_gap_ha": 0.405,
  "elements": ["C", "C", "C", "H", "H", "H", "N", "O", "O", "O"],
  "xyz": [[-1.22677, -0.09282, -0.21562], [-0.27678, 1.07853, 0.09789], [1.00587, -1.17594, -0.10286], [-0.74046, 2.17041, -0.00690], [-0.00928, 0.99287, 1.21526], [1.34939, -2.24131, 0.29879], [1.73206, -0.17369, -0.20648], [-2.41268, -0.21531, -0.30018], [0.98819, 0.91511, -0.54614], [-0.40954, -1.25785, -0.23377]],
  "lowdin_charge": [-0.386, -0.082, -0.163, 0.182, 0.156, 0.181, 0.065, 0.159, -0.138, 0.026]
}

[4]
{
  "formula": "C3H3NO3S",
  "method": "wB97M-V/def2-TZVPD",
  "e_tot_ha": -794.6614,
  "homo_energy_ev": -9.5,
  "e_above_lowest_kj_mol": 390.7,
  "orbital_gap_ha": 0.295,
  "elements": ["C", "C", "C", "H", "H", "H", "N", "O", "O", "O", "S"],
  "xyz": [[2.35816, -0.81474, 0.33223], [-0.52123, 1.03858, 0.10902], [-1.66990, 0.16100, 0.62920], [2.38384, -1.79366, 0.99642], [1.30897, 1.12138, -0.71756], [-2.10019, 0.62491, 1.49133], [0.57441, 0.48490, -0.45629], [3.27677, -0.13484, -0.28916], [0.95520, -0.64477, 0.29621], [-0.64555, 2.26626, -0.02911], [-2.20669, -1.09682, -0.30140]],
  "lowdin_charge": [-0.180, -0.526, -0.494, 0.178, 0.147, 0.056, 0.076, 0.003, -0.067, 0.066, 0.741]
}

[5]
{
  "formula": "C3H3NO3S",
  "method": "wB97M-V/def2-TZVPD",
  "e_tot_ha": -794.6188,
  "homo_energy_ev": [-10.2, -10.2],
  "e_above_lowest_kj_mol": 502.5,
  "orbital_gap_ha": [0.284, 0.284],
  "elements": ["C", "C", "C", "N", "O", "O", "O", "S", "H", "H", "H"],
  "xyz": [[-1.11799, -1.50978, -0.22486], [-0.57261, -0.28647, -0.07395], [1.10824, -0.21549, 0.01150], [-1.65864, -2.55056, -0.19742], [2.15259, 0.83128, 0.14930], [-2.86695, 0.91812, -0.33975], [-0.78300, 2.35649, -0.03876], [-1.41660, 1.09895, -0.44007], [1.31672, -0.82918, 0.86421], [1.53530, -0.69459, -0.83451], [2.30295, 0.88123, 1.12432]],
  "lowdin_charge": [-0.281, -0.315, -0.136, 0.208, -0.074, -0.306, -0.301, 0.893, 0.105, 0.103, 0.102]
}

[6]
{
  "formula": "C3H3NO4",
  "method": "wB97M-V/def2-TZVPD",
  "e_tot_ha": -471.5632,
  "homo_energy_ev": -9.0,
  "e_above_lowest_kj_mol": 813.7,
  "orbital_gap_ha": 0.292,
  "elements": ["C", "C", "C", "H", "H", "H", "N", "O", "O", "O", "O"],
  "xyz": [[-1.31267, 0.27556, -0.09487], [-0.43438, 1.35350, 0.02224], [0.86035, 0.67419, 0.12257], [-2.69575, -0.78023, -0.08292], [-0.66865, 2.38285, 0.23820], [2.98704, -0.16527, -0.23294], [0.65894, -0.77056, 0.47294], [-2.61485, 0.07500, -0.00909], [1.98221, 1.19040, -0.14985], [1.57383, -1.45273, -0.13171], [-0.80558, -1.04554, -0.15092]],
  "lowdin_charge": [-0.304, 0.091, -0.342, 0.033, 0.117, 0.399, -0.091, 0.195, 0.023, -0.145, 0.024]
}

[7]
{
  "formula": "C3H3NO4",
  "method": "wB97M-V/def2-TZVPD",
  "e_tot_ha": -471.6500,
  "homo_energy_ev": -9.4,
  "e_above_lowest_kj_mol": 586.0,
  "orbital_gap_ha": 0.353,
  "elements": ["C", "C", "C", "H", "H", "H", "N", "O", "O", "O", "O"],
  "xyz": [[-0.83693, -0.76264, -0.02015], [-0.11234, -1.18735, -1.02125], [-0.33042, 0.64055, 0.31041], [-1.52451, -0.33070, 1.71101], [0.15553, -2.08848, -1.68674], [1.75650, 1.37284, 0.77187], [0.68578, 0.79622, -0.61652], [-1.58176, -1.14729, 1.09236], [0.81161, -0.27420, -1.41456], [1.77313, 1.57572, -0.30536], [-0.79658, 1.40535, 1.17892]],
  "lowdin_charge": [-0.183, -0.036, -0.343, 0.134, 0.176, 0.216, -0.148, 0.026, 0.034, 0.061, 0.063]
}

[8]
{
  "formula": "C3H3NO4P",
  "method": "wB97M-V/def2-TZVPD",
  "e_tot_ha": -813.1564,
  "total_charge": -1,
  "homo_energy_ev": -3.4,
  "e_above_lowest_kj_mol": 547.3,
  "orbital_gap_ha": 0.255,
  "elements": ["C", "C", "C", "N", "O", "O", "O", "O", "P", "H", "H", "H"],
  "xyz": [[-0.78220, -0.09624, -0.04026], [-0.65828, -2.59633, 0.04695], [1.59755, 0.75640, 0.00326], [0.12125, 0.79986, 0.20078], [-1.27424, -2.53825, 1.02238], [-0.06423, -2.95525, -0.88220], [-0.32517, 1.94406, 0.72212], [-2.48824, 1.52432, -0.94605], [-2.07956, 1.14034, 0.45808], [2.36056, 0.84906, 0.81036], [1.84809, -0.23120, -0.49733], [1.74447, 1.40322, -0.89810]],
  "lowdin_charge": [-0.203, -0.555, -0.057, -0.437, 0.127, 0.133, -0.334, -0.593, 0.671, 0.078, 0.083, 0.085]
}

[9]
{
  "formula": "C3H3NOS",
  "method": "wB97M-V/def2-TZVPD",
  "e_tot_ha": -644.2290,
  "homo_energy_ev": -10.4,
  "e_above_lowest_kj_mol": 152.0,
  "orbital_gap_ha": 0.372,
  "elements": ["C", "C", "C", "N", "O", "S", "H", "H", "H"],
  "xyz": [[1.52064, 0.67269, 0.33418], [-0.96648, 0.70134, 0.12592], [0.25442, 0.15136, 0.76472], [2.35474, 1.29534, -0.19675], [-1.76382, 1.48915, 0.60741], [0.22060, -1.67662, 0.26508], [-1.14861, 0.23440, -0.84818], [0.18578, 0.10090, 2.00988], [-1.14600, -1.52655, 0.02076]],
  "lowdin_charge": [-0.281, -0.342, -0.586, 0.177, 0.084, 0.747, 0.107, 0.187, -0.094]
}

[10]
{
  "formula": "C3H3NOS",
  "method": "wB97M-V/def2-TZVPD",
  "e_tot_ha": -644.2737,
  "homo_energy_ev": -8.7,
  "e_above_lowest_kj_mol": 34.6,
  "orbital_gap_ha": 0.345,
  "elements": ["C", "C", "C", "H", "H", "H", "N", "O", "S"],
  "xyz": [[0.08187, 0.04035, 0.89435], [0.06708, 1.04439, -1.01198], [-0.17996, -0.25403, -1.23515], [-0.04397, -1.68602, 2.39546], [0.14098, 1.84033, -1.75819], [-0.36268, -0.85220, -2.12114], [0.25632, 1.21872, 0.35032], [-0.16528, -0.96926, -0.05440], [0.20563, -0.38228, 2.54073]],
  "lowdin_charge": [-0.771, -0.135, -0.121, -0.112, 0.113, 0.119, 0.062, -0.030, 0.875]
}

[11]
{
  "formula": "C3H3NOS",
  "method": "wB97M-V/def2-TZVPD",
  "e_tot_ha": -644.1950,
  "homo_energy_ev": -9.3,
  "e_above_lowest_kj_mol": 241.5,
  "orbital_gap_ha": 0.287,
  "elements": ["C", "C", "C", "N", "O", "S", "H", "H", "H"],
  "xyz": [[-0.27136, -0.23814, 0.81642], [-1.08025, -0.75478, -0.22601], [0.42803, 0.90114, 0.11196], [0.24294, 0.22672, -1.16011], [-1.93736, -1.37750, -0.68876], [0.29514, -1.25159, 1.97694], [-0.12833, 1.83929, 0.12643], [1.45542, 1.06235, 0.44246], [0.99576, -0.40751, -1.39932]],
  "lowdin_charge": [-0.733, -0.294, -0.272, 0.052, 0.211, 0.738, 0.109, 0.114, 0.075]
}

[12]
{
  "formula": "C3H3NOS",
  "method": "wB97M-V/def2-TZVPD",
  "e_tot_ha": -644.0474,
  "homo_energy_ev": [-7.1, -7.7],
  "e_above_lowest_kj_mol": 628.8,
  "orbital_gap_ha": [0.249, 0.261],
  "elements": ["C", "C", "C", "N", "O", "S", "H", "H", "H"],
  "xyz": [[2.49060, 0.02495, 0.07911], [1.40181, 0.61019, 0.07623], [0.40814, 1.42697, -0.17877], [-1.34811, -1.40222, -0.24862], [-0.75384, 1.54156, -0.16798], [-2.15709, -0.17568, 0.15539], [3.31335, -0.60090, 0.03543], [-1.54300, -1.47448, -1.16595], [-1.81185, 0.04961, 1.41516]],
  "lowdin_charge": [0.187, -0.126, -0.220, -0.420, -0.091, 0.830, 0.022, -0.097, -0.084]
}

[13]
{
  "formula": "C3H3NOS",
  "method": "wB97M-V/def2-TZVPD",
  "e_tot_ha": -644.1939,
  "homo_energy_ev": -9.3,
  "e_above_lowest_kj_mol": 244.2,
  "orbital_gap_ha": 0.354,
  "elements": ["C", "C", "C", "N", "O", "S", "H", "H", "H"],
  "xyz": [[3.35224, 0.10238, 0.01548], [0.98840, 0.32395, 0.06223], [-0.18856, 0.89857, 0.37175], [4.33284, -0.49952, -0.16850], [2.33674, 0.81788, 0.08462], [-1.72346, 0.13576, -0.12672], [0.84523, -0.74367, -0.26624], [-0.34524, 1.90821, 0.87621], [-1.25114, -0.76768, -1.18115]],
  "lowdin_charge": [-0.392, -0.170, -0.500, 0.160, 0.049, 0.687, 0.120, 0.096, -0.052]
}

[14]
{
  "formula": "C3H3NOS",
  "method": "wB97M-V/def2-TZVPD",
  "spin_multiplicity": 3,
  "s_squared": 2.0095,
  "e_tot_ha": -643.9690,
  "homo_energy_ev": [-6.7, -9.5],
  "e_above_lowest_kj_mol": 579.1,
  "orbital_gap_ha": [0.259, 0.202],
  "elements": ["C", "C", "C", "N", "O", "S", "H", "H", "H"],
  "xyz": [[-1.03692, -1.24987, -2.19893], [-0.55847, -0.39856, -1.46033], [-0.16891, 0.85870, 0.24717], [0.70650, 0.08369, 0.80286], [-0.59358, 1.92522, 0.35245], [1.58473, 0.59460, 2.23933], [-1.17871, -1.75006, -3.18242], [0.74281, -0.76699, 0.35928], [0.50255, 0.70326, 2.84059]],
  "mulliken_spin": [0.001, 0.140, -0.005, 0.246, 0.025, 1.593, -0.001, 0.000, 0.001]
}

[15]
{
  "formula": "C3H3NOS2",
  "method": "wB97M-V/def2-TZVPD",
  "e_tot_ha": -1042.4517,
  "homo_energy_ev": -9.1,
  "e_above_lowest_kj_mol": 123.3,
  "orbital_gap_ha": 0.326,
  "elements": ["C", "C", "C", "H", "H", "H", "N", "O", "S", "S"],
  "xyz": [[1.15265, -0.82734, -0.01739], [0.72511, 0.61690, -0.04113], [-1.35490, -0.46018, -0.04693], [0.82085, 0.91460, 1.20606], [1.39160, 1.22172, -0.70442], [-1.15700, 1.42872, -0.13187], [-0.62508, 0.63617, -0.32985], [2.31535, -0.90786, 0.15229], [-3.01846, -0.68160, 0.07872], [-0.25012, -1.94114, -0.16548]],
  "lowdin_charge": [-0.724, -0.191, -1.081, 0.213, 0.149, 0.113, -0.087, 0.062, 0.569, 0.977]
}

[16]
{
  "formula": "C3H3NOS2",
  "method": "wB97M-V/def2-TZVPD",
  "e_tot_ha": -1042.4680,
  "homo_energy_ev": -8.8,
  "e_above_lowest_kj_mol": 80.7,
  "orbital_gap_ha": 0.345,
  "elements": ["C", "C", "C", "H", "H", "H", "N", "O", "S", "S"],
  "xyz": [[-0.80117, -0.12929, -0.11052], [-0.12470, 1.85761, -0.10514], [0.54004, -0.16454, -0.11419], [-1.06326, -2.39026, -0.15924], [-0.00518, 2.93613, -0.11628], [1.97449, -1.55467, 1.11855], [-1.22860, 1.18791, -0.10368], [0.99575, 1.14306, -0.11535], [-1.98876, -1.41431, -0.10413], [1.70139, -1.47164, -0.19003]],
  "lowdin_charge": [-0.724, -0.205, -0.697, -0.143, 0.142, -0.121, 0.093, 0.016, 0.815, 0.824]
}

[17]
{
  "formula": "C3H3NOS2",
  "method": "wB97M-V/def2-TZVPD",
  "e_tot_ha": -1042.4498,
  "homo_energy_ev": -9.4,
  "e_above_lowest_kj_mol": 128.4,
  "orbital_gap_ha": 0.326,
  "elements": ["C", "C", "C", "N", "O", "S", "S", "H", "H", "H"],
  "xyz": [[1.69766, 0.22287, 0.42912], [-0.11666, -1.06581, -0.17591], [-0.67474, 0.32172, -0.65841], [1.20954, -0.94855, 0.33836], [-0.70234, -2.13642, -0.19049], [0.64428, 1.49354, -0.18379], [-2.27322, 0.76838, 0.22366], [2.71708, 0.50459, 0.41657], [-0.77733, 0.40116, -1.73132], [-1.72427, 0.43851, 1.53221]],
  "lowdin_charge": [-0.416, -0.518, -0.804, 0.046, 0.085, 0.867, 0.655, 0.068, 0.065, -0.047]
}

[18]
{
  "formula": "C3H3NOS2",
  "method": "wB97M-V/def2-TZVPD",
  "e_tot_ha": -1042.3196,
  "homo_energy_ev": -9.1,
  "e_above_lowest_kj_mol": 470.1,
  "orbital_gap_ha": 0.262,
  "elements": ["C", "C", "C", "N", "O", "S", "S", "H", "H", "H"],
  "xyz": [[1.12781, -0.06176, 0.84888], [2.32720, 0.30171, 1.19960], [0.29213, -0.42124, -0.10815], [-0.31116, 2.50932, 0.25270], [3.28342, 0.80259, 1.61560], [-0.99109, 2.46984, -1.20991], [0.58950, 3.65308, 0.96437], [0.43786, -0.21560, -1.19277], [-0.69327, -0.72732, 0.20686], [-0.07872, 1.59350, 0.63869]],
  "lowdin_charge": [-0.115, -0.209, -0.017, -1.106, 0.181, 0.589, 0.601, 0.075, 0.067, -0.066]
}

[19]
{
  "formula": "C3H3NS",
  "method": "wB97M-V/def2-TZVPD",
  "e_tot_ha": -568.9630,
  "homo_energy_ev": -8.8,
  "e_above_lowest_kj_mol": 143.4,
  "orbital_gap_ha": 0.336,
  "elements": ["C", "C", "C", "N", "S", "H", "H", "H"],
  "xyz": [[-0.59665, -1.97441, -0.77523], [-0.25011, -0.84533, -0.59835], [0.29755, 0.71831, -0.24582], [0.23552, 1.03206, 1.04212], [0.84926, 1.64120, -1.45485], [-0.89840, -2.95117, -1.00729], [-0.17419, 0.42240, 1.73037], [0.53703, 1.95694, 1.30904]],
  "lowdin_charge": [0.066, -0.089, -0.909, 0.059, 0.645, 0.015, 0.111, 0.103]
}

[20]
{
  "formula": "C3H3NS",
  "method": "wB97M-V/def2-TZVPD",
  "e_tot_ha": -568.7892,
  "homo_energy_ev": -8.5,
  "e_above_lowest_kj_mol": 599.6,
  "orbital_gap_ha": 0.280,
  "elements": ["C", "C", "C", "H", "H", "H", "N", "S"],
  "xyz": [[0.75522, -0.75984, -0.89803], [-0.38460, -1.34059, -0.31941], [-1.34105, -1.95425, 0.28598], [1.15038, 2.21455, 1.61843], [1.76164, -1.13745, -1.50784], [-2.29634, -1.88073, 1.22210], [0.99233, 0.43163, -0.33335], [-0.10871, 1.38189, 0.41184]],
  "lowdin_charge": [-0.280, -0.261, 0.051, 0.073, 0.169, 0.158, -0.516, 0.605]
}